[1]
{
  "formula": "C4H10N2O",
  "method": "wB97M-V/def2-TZVPD",
  "e_homo_ev": -8.6,
  "orbital_gap_ev": 9.325,
  "spin_multiplicity": 1,
  "fmax_ev_per_a": 4.127,
  "total_charge": 0,
  "smiles": "C=C(C)NN.C=O",
  "e_tot_ha": -343.045249,
  "symbols": ["C", "C", "C", "H", "H", "H", "H", "H", "H", "N", "N", "C", "O", "H", "H", "H", "H"],
  "coordinates": [[1.360, -0.537, -1.247], [0.652, 0.153, -0.098], [1.407, 0.864, 0.790], [-0.257, -1.418, 0.699], [2.293, -0.991, -0.904], [0.737, -1.338, -1.658], [1.586, 0.164, -2.056], [0.969, 1.457, 1.584], [2.458, 0.622, 0.909], [-0.691, 0.553, -0.432], [-1.406, 1.506, 0.306], [-1.494, -1.476, 0.579], [-2.256, -1.261, 1.504], [-1.022, 0.331, -1.370], [-1.779, 1.055, 1.147], [-0.763, 2.231, 0.632], [-1.794, -1.916, -0.384]],
  "atomic_forces_ev_per_a": [[-0.37, -0.75, 0.33], [0.56, 3.81, -1.49], [-0.94, -1.57, 0.29], [-3.09, -0.61, 0.21], [-0.15, 0.12, -0.05], [0.07, 0.00, -0.05], [-0.13, 0.02, 0.17], [-0.02, 0.15, -0.18], [-0.14, -0.03, -0.09], [1.00, -0.97, 0.42], [0.32, -0.25, 0.08], [2.29, -0.60, 1.74], [0.90, 0.08, -1.32], [0.17, 0.51, 0.60], [-0.01, 0.00, -0.23], [-0.13, -0.11, -0.33], [-0.33, 0.21, -0.10]],
  "lowdin_charge": [-0.06, -0.44, 0.04, 0.12, 0.08, 0.07, 0.09, 0.04, 0.06, -0.15, 0.03, -0.20, -0.04, 0.14, 0.07, 0.07, 0.08]
}

[2]
{
  "formula": "C4H10N2O",
  "method": "wB97M-V/def2-TZVPD",
  "e_homo_ev": -8.9,
  "orbital_gap_ev": 9.792,
  "spin_multiplicity": 1,
  "fmax_ev_per_a": 1.209,
  "total_charge": 0,
  "smiles": "NC[C@@H](N)CC=O",
  "e_tot_ha": -343.130408,
  "symbols": ["N", "C", "C", "C", "O", "C", "N", "H", "H", "H", "H", "H", "H", "H", "H", "H", "H"],
  "coordinates": [[-0.338, 1.332, 0.687], [-0.220, -0.055, 0.226], [-0.636, -0.276, -1.234], [-1.919, 0.387, -1.600], [-2.023, 1.290, -2.389], [1.182, -0.639, 0.449], [1.579, -0.655, 1.840], [0.532, 1.740, 1.002], [-0.664, 1.901, -0.087], [-0.847, -0.609, 0.934], [-0.790, -1.361, -1.308], [0.202, 0.038, -1.838], [-2.846, -0.028, -1.159], [1.205, -1.619, 0.001], [1.924, 0.009, -0.033], [2.305, -0.018, 2.088], [1.355, -1.437, 2.420]],
  "atomic_forces_ev_per_a": [[-0.16, 0.31, -0.88], [0.12, -0.02, 1.20], [0.06, -0.45, 1.10], [-0.33, -0.12, -0.47], [0.17, 0.30, -0.02], [0.13, 0.87, 0.60], [-0.49, 0.25, -0.60], [0.12, -0.21, 0.07], [0.05, 0.24, 0.18], [-0.28, -0.38, -0.42], [0.08, 0.10, -0.32], [0.00, 0.19, -0.60], [0.13, -0.08, 0.29], [0.20, -0.52, -0.24], [-0.19, -0.20, -0.44], [0.18, -0.31, 0.42], [0.22, 0.03, 0.14]],
  "lowdin_charge": [0.05, -0.42, -0.13, -0.28, 0.06, -0.26, 0.01, 0.06, 0.06, 0.13, 0.13, 0.12, 0.13, 0.10, 0.12, 0.06, 0.07]
}

[3]
{
  "formula": "C4H10N2O",
  "method": "wB97M-V/def2-TZVPD",
  "e_homo_ev": -8.2,
  "orbital_gap_ev": 9.158,
  "spin_multiplicity": 1,
  "fmax_ev_per_a": 1.311,
  "total_charge": 0,
  "smiles": "[H]/N=C/C=C\\N.CO",
  "e_tot_ha": -343.121418,
  "symbols": ["C", "C", "N", "N", "C", "C", "O", "H", "H", "H", "H", "H", "H", "H", "H", "H", "H"],
  "coordinates": [[-0.154, -1.315, 1.154], [-1.266, 0.574, -2.108], [-1.067, -0.338, 1.168], [1.057, 1.211, 0.590], [1.195, -1.081, 1.185], [1.765, 0.197, 0.963], [-0.118, -0.087, -1.658], [-0.526, -2.325, 1.251], [-2.050, -0.533, 1.160], [-0.688, 0.603, 1.064], [0.301, 0.442, -0.917], [1.578, 2.076, 0.486], [1.863, -1.911, 1.340], [2.855, 0.254, 1.061], [-1.036, 1.577, -2.489], [-1.687, -0.016, -2.931], [-2.021, 0.674, -1.319]],
  "atomic_forces_ev_per_a": [[0.18, 0.27, 0.77], [0.00, 0.14, -0.19], [0.11, -0.07, -0.15], [-0.07, 0.52, 0.31], [-0.11, -0.49, -0.21], [0.26, 0.13, -0.14], [0.75, 0.34, 0.65], [-0.05, -0.08, -0.04], [0.02, 0.00, -0.05], [-0.36, -0.06, -0.05], [-0.65, -0.56, -0.99], [0.20, -0.24, -0.05], [-0.01, -0.13, -0.09], [-0.11, 0.14, 0.09], [-0.10, -0.03, -0.02], [0.00, 0.13, 0.18], [-0.08, -0.02, -0.03]],
  "lowdin_charge": [-0.17, -0.19, 0.11, 0.02, -0.13, -0.25, -0.17, 0.12, 0.10, 0.07, 0.03, 0.06, 0.08, 0.11, 0.07, 0.08, 0.06]
}

[4]
{
  "formula": "C4H10N2O",
  "method": "wB97M-V/def2-TZVPD",
  "e_homo_ev": [-7.3, -7.2],
  "orbital_gap_ev": [7.941, 7.902],
  "spin_multiplicity": 1,
  "fmax_ev_per_a": 4.435,
  "total_charge": 0,
  "e_tot_ha": -342.978700,
  "symbols": ["C", "C", "C", "C", "O", "N", "N", "H", "H", "H", "H", "H", "H", "H", "H", "H", "H"],
  "coordinates": [[0.112, 0.049, -0.060], [-0.040, 1.183, 0.776], [0.178, 0.193, -1.552], [0.564, -1.241, 0.529], [1.800, 1.278, 0.641], [-2.054, 0.214, 0.305], [-2.595, -0.842, 0.452], [1.988, 1.875, -0.099], [-1.983, -1.700, 0.602], [-0.386, 2.114, 0.347], [-0.147, 1.040, 1.844], [-0.111, 1.191, -1.882], [1.187, -0.010, -1.916], [-0.487, -0.537, -2.026], [-0.271, -1.969, 0.503], [0.861, -1.151, 1.573], [1.383, -1.686, -0.037]],
  "atomic_forces_ev_per_a": [[-2.35, -0.86, 0.16], [4.39, 0.39, -0.51], [-0.21, 0.00, 0.12], [-0.42, 0.30, 0.05], [-1.54, 0.81, 0.59], [0.59, -1.42, -0.75], [-0.11, 0.61, 0.41], [-0.17, 0.01, 0.25], [0.25, 0.10, -0.29], [-0.17, -0.12, 0.12], [-0.07, 0.06, -0.11], [-0.05, -0.05, 0.04], [0.01, 0.01, 0.11], [0.05, 0.06, 0.01], [-0.12, -0.09, -0.10], [0.02, 0.11, -0.09], [-0.10, 0.08, -0.02]],
  "lowdin_charge": [-0.44, -0.04, -0.05, -0.05, -0.19, 0.01, -0.02, 0.02, 0.04, 0.11, 0.11, 0.09, 0.09, 0.09, 0.06, 0.09, 0.10]
}

[5]
{
  "formula": "C4H10N2O",
  "method": "wB97M-V/def2-TZVPD",
  "e_homo_ev": -9.3,
  "orbital_gap_ev": 10.258,
  "spin_multiplicity": 1,
  "fmax_ev_per_a": 2.309,
  "total_charge": 0,
  "smiles": "[H]/N=C(\\N)OC(C)C",
  "e_tot_ha": -343.131750,
  "symbols": ["C", "C", "C", "C", "H", "H", "H", "H", "H", "H", "H", "H", "H", "H", "N", "N", "O"],
  "coordinates": [[-0.532, -1.533, 1.448], [-1.117, -0.297, 0.718], [-0.939, 1.007, 1.452], [0.733, 0.193, -0.907], [-0.713, -1.559, 2.581], [0.583, -1.414, 1.215], [-1.043, -2.358, 0.987], [-2.175, -0.293, 0.670], [-1.393, 1.718, 0.822], [-1.430, 1.119, 2.456], [0.133, 1.216, 1.367], [0.015, 0.865, -2.783], [1.642, 0.438, -2.738], [2.628, 0.463, -0.226], [0.836, 0.641, -2.199], [1.670, 0.042, -0.040], [-0.582, -0.149, -0.618]],
  "atomic_forces_ev_per_a": [[0.85, 1.46, 0.18], [1.10, 0.36, 2.00], [1.19, 0.20, 0.46], [-0.05, -0.54, 1.23], [0.16, 0.31, -1.71], [-1.54, -0.92, 0.60], [0.41, -0.92, -0.07], [-1.15, -1.05, -1.09], [-0.74, 1.23, -0.70], [0.85, -0.54, -0.82], [-0.14, 0.30, 1.08], [0.60, -0.50, 1.07], [0.72, -0.13, 0.05], [-1.95, -0.74, -0.35], [-1.37, 0.61, -0.67], [0.61, 0.76, -0.48], [0.47, 0.11, -0.76]],
  "lowdin_charge": [-0.04, -0.42, -0.07, -0.54, 0.10, 0.08, 0.06, 0.12, 0.06, 0.11, 0.07, 0.12, 0.08, 0.09, 0.14, 0.10, -0.03]
}

[6]
{
  "formula": "C4H10N2O",
  "method": "wB97M-V/def2-TZVPD",
  "e_homo_ev": -8.8,
  "orbital_gap_ev": 9.694,
  "spin_multiplicity": 1,
  "fmax_ev_per_a": 4.955,
  "total_charge": 0,
  "smiles": "CCNCC(N)=O",
  "e_tot_ha": -343.122765,
  "symbols": ["C", "C", "N", "C", "C", "N", "O", "H", "H", "H", "H", "H", "H", "H", "H", "H", "H"],
  "coordinates": [[-2.533, -0.129, 0.749], [-1.465, -0.719, -0.206], [-0.151, -0.179, 0.105], [0.916, -0.151, -0.937], [2.377, 0.086, -0.285], [2.328, 1.402, 0.401], [3.427, -0.559, -0.530], [-2.515, 0.955, 0.672], [-2.203, -0.445, 1.699], [-3.500, -0.454, 0.411], [-1.707, -0.460, -1.277], [-1.534, -1.835, 0.009], [0.277, -0.240, 1.011], [0.792, 0.492, -1.804], [0.963, -1.219, -1.262], [1.350, 1.617, 0.510], [3.176, 1.837, 0.735]],
  "atomic_forces_ev_per_a": [[1.19, 0.60, -2.15], [-0.25, -0.40, 0.36], [1.00, 1.99, -1.24], [1.05, -3.42, 1.72], [1.77, 2.17, -0.67], [0.06, -4.48, -2.11], [-3.82, 1.97, 1.05], [0.05, 0.16, 0.19], [-0.41, -0.27, 1.45], [-0.54, -0.46, 0.43], [0.35, -0.54, 1.07], [0.28, 0.91, -0.94], [-0.63, -0.53, 0.33], [-0.28, 0.35, 0.23], [0.35, 0.79, -0.56], [0.36, 1.10, 0.57], [-0.54, 0.06, 0.26]],
  "lowdin_charge": [-0.10, -0.29, -0.12, -0.13, -0.39, 0.12, 0.01, 0.07, 0.05, 0.06, 0.13, 0.12, 0.10, 0.11, 0.11, 0.06, 0.09]
}

[7]
{
  "formula": "C4H10N2O",
  "method": "wB97M-V/def2-TZVPD",
  "e_homo_ev": -9.0,
  "orbital_gap_ev": 9.767,
  "spin_multiplicity": 1,
  "fmax_ev_per_a": 0.383,
  "total_charge": 0,
  "smiles": "CNC(=O)N(C)C",
  "e_tot_ha": -343.170680,
  "symbols": ["C", "N", "C", "O", "N", "C", "C", "H", "H", "H", "H", "H", "H", "H", "H", "H", "H"],
  "coordinates": [[-1.165, 2.395, -0.624], [-0.354, 1.189, -0.717], [-0.280, 0.386, 0.409], [-0.834, 0.702, 1.454], [0.536, -0.729, 0.316], [0.663, -1.484, 1.542], [0.896, -1.426, -0.904], [-2.241, 2.187, -0.648], [-0.964, 2.936, 0.304], [-0.891, 3.045, -1.459], [-0.485, 0.672, -1.573], [0.006, -2.363, 1.548], [0.368, -0.818, 2.350], [1.704, -1.798, 1.678], [1.182, -0.741, -1.708], [1.766, -2.065, -0.704], [0.093, -2.091, -1.263]],
  "atomic_forces_ev_per_a": [[-0.14, 0.14, -0.06], [-0.16, -0.22, -0.09], [0.01, 0.01, 0.12], [0.30, 0.10, -0.22], [-0.20, 0.13, 0.11], [0.00, -0.12, 0.16], [0.01, 0.06, -0.10], [0.10, 0.04, -0.03], [0.11, -0.29, -0.15], [-0.14, -0.07, 0.05], [0.22, 0.14, -0.09], [0.11, 0.01, 0.05], [0.09, -0.27, 0.05], [-0.15, -0.04, -0.05], [-0.09, 0.00, 0.16], [-0.15, 0.21, 0.02], [0.07, 0.17, 0.05]],
  "lowdin_charge": [-0.09, 0.00, -0.54, 0.04, -0.16, -0.06, -0.07, 0.08, 0.08, 0.08, 0.11, 0.09, 0.08, 0.09, 0.08, 0.09, 0.09]
}

[8]
{
  "formula": "C4H10N2O",
  "method": "wB97M-V/def2-TZVPD",
  "e_homo_ev": -8.9,
  "orbital_gap_ev": 9.678,
  "spin_multiplicity": 1,
  "fmax_ev_per_a": 6.177,
  "total_charge": 0,
  "smiles": "CN(C=O)CCN",
  "e_tot_ha": -343.100329,
  "symbols": ["C", "N", "C", "C", "C", "N", "O", "H", "H", "H", "H", "H", "H", "H", "H", "H", "H"],
  "coordinates": [[1.592, 0.181, 0.860], [0.821, -0.668, 0.023], [1.231, -0.815, -1.390], [-0.541, -0.888, 0.442], [-1.561, 0.219, 0.442], [-1.004, 1.462, -0.018], [2.334, 1.031, 0.280], [1.346, 0.378, 1.902], [0.607, -0.248, -2.121], [2.201, -0.339, -1.587], [1.248, -1.941, -1.683], [-0.412, -1.292, 1.447], [-0.953, -1.650, -0.205], [-1.888, 0.348, 1.541], [-2.431, 0.122, -0.284], [-1.770, 1.988, -0.390], [-0.819, 2.112, 0.741]],
  "atomic_forces_ev_per_a": [[0.37, 3.33, -5.19], [1.41, 1.18, 0.80], [-0.26, -0.64, -0.63], [0.43, -1.94, -0.01], [-1.35, 1.50, 1.10], [0.19, 1.95, 0.08], [-0.83, -2.65, 2.40], [-0.22, -0.98, 0.29], [-0.21, -0.52, 0.78], [-0.08, -0.54, 0.65], [-0.05, 1.94, 0.53], [-0.56, -0.19, 0.06], [0.12, -0.69, 0.08], [-0.28, -0.47, -1.67], [0.86, -1.00, 1.36], [-0.38, 0.16, -0.96], [0.86, -0.46, 0.31]],
  "lowdin_charge": [-0.24, -0.17, -0.06, -0.22, -0.28, -0.01, -0.05, 0.13, 0.09, 0.07, 0.11, 0.11, 0.11, 0.13, 0.13, 0.06, 0.08]
}